(1)
ORCA calculation (wB97M-V/def2-TZVPD) on a 13-piece molecular cluster, C36H96N10O20 overall.

**Electronic energy**: -3481.363317 a.u.
**F_max**: 11.2 eV/Å
**HOMO-LUMO gap**: 7.71 eV
**LUMO level**: -0.2559 eV
**Energy relative to the best compared isomer or geometry (same formula, charge and spin)**: 4.1023 eV

```
162
Properties=species:S:1:pos:R:3:mulliken_charge:R:1
C -0.660 0.273 -0.170 0.638
C -1.121 -1.057 -0.923 0.097
O -0.690 -2.191 -0.367 1.301
O -1.218 0.316 1.175 1.633
H -0.989 1.173 -0.689 -1.042
H 0.418 0.324 -0.014 -0.076
H -0.751 -1.060 -1.949 -0.254
H -2.210 -1.004 -0.934 -0.058
H -1.098 -2.905 -0.862 -0.082
H -1.163 -0.504 1.671 -0.753
C -5.199 2.012 1.133 -0.464
C -4.480 0.635 0.721 0.183
O -5.312 -0.326 0.299 -0.342
O -5.783 2.633 0.071 -0.615
H -4.637 2.803 1.628 -0.043
H -5.954 1.811 1.894 0.573
H -4.055 0.330 1.677 0.212
H -3.742 0.770 -0.070 -0.291
H -5.922 -0.621 0.979 0.309
H -5.316 2.372 -0.726 0.445
C -2.748 1.411 4.159 2.246
C -3.307 2.672 4.685 -0.578
O -4.725 2.649 4.647 -0.545
O -3.214 0.249 4.809 -0.649
H -1.663 1.331 4.216 -0.665
H -2.848 1.229 3.089 -1.198
H -2.942 3.563 4.176 0.217
H -2.992 2.861 5.711 0.393
H -4.984 3.565 4.524 0.331
H -2.944 -0.466 4.228 0.437
C -2.153 -3.974 1.907 -0.605
C -1.196 -3.103 2.734 0.696
O -1.917 -1.967 3.348 -0.575
O -1.468 -4.894 1.067 -0.565
H -2.591 -3.232 1.238 0.232
H -2.924 -4.491 2.478 0.459
H -0.344 -2.654 2.223 -0.835
H -0.753 -3.657 3.561 0.535
H -2.767 -2.376 3.531 0.274
H -1.730 -4.704 0.163 0.089
C -3.513 1.612 -3.053 0.642
C -3.174 1.950 -4.536 -0.412
O -2.573 3.257 -4.576 -0.642
O -4.694 2.126 -2.433 -0.518
H -2.704 1.920 -2.392 -0.562
H -3.578 0.527 -3.138 0.103
H -4.028 1.852 -5.206 0.381
H -2.345 1.317 -4.855 0.135
H -1.896 3.346 -3.902 0.290
H -5.417 1.727 -2.923 0.303
C -0.795 6.071 -3.025 -0.724
C 0.022 4.805 -2.876 -0.069
O -0.883 3.820 -2.439 0.423
O -1.639 6.413 -1.874 -0.558
H -1.481 5.969 -3.866 0.307
H -0.206 6.875 -3.467 0.404
H 0.806 4.913 -2.126 0.083
H 0.511 4.404 -3.763 0.318
H -1.099 3.813 -1.504 -0.099
H -2.341 5.762 -1.800 0.282
C 1.026 -2.189 -4.952 -0.368
C 0.095 -1.049 -5.250 -0.623
O -1.208 -1.416 -5.484 -0.452
O 0.747 -2.632 -3.642 -0.360
H 2.099 -1.996 -4.964 0.278
H 0.760 -2.951 -5.684 0.362
H 0.579 -0.593 -6.114 0.597
H 0.160 -0.226 -4.538 0.007
H -1.134 -1.826 -6.349 0.373
H -0.212 -2.634 -3.620 0.116
C -2.655 -5.239 -1.858 0.812
O -1.961 -4.312 -1.458 -1.197
N -3.963 -5.167 -1.585 -0.427
N -2.268 -6.286 -2.511 -0.435
H -4.575 -5.885 -1.945 0.142
H -4.421 -4.459 -1.030 0.197
H -2.891 -7.076 -2.605 0.181
H -1.308 -6.276 -2.825 0.278
C -6.738 -2.095 -2.581 0.516
O -7.538 -2.695 -3.206 -0.703
N -5.485 -2.310 -2.304 -0.147
N -7.240 -1.051 -1.976 -0.331
H -4.880 -1.726 -1.747 0.079
H -5.051 -3.078 -2.795 0.205
H -6.636 -0.766 -1.219 0.285
H -8.221 -0.859 -2.125 0.203
C 2.453 -4.988 0.125 0.630
O 3.639 -4.995 0.033 -0.730
N 1.810 -3.880 0.036 0.170
N 1.661 -5.884 0.422 -0.350
H 0.805 -3.836 -0.048 0.083
H 2.429 -3.089 0.147 -0.318
H 0.701 -5.703 0.678 0.096
H 1.976 -6.750 0.836 0.266
C -1.961 4.140 0.985 0.608
O -2.279 3.703 -0.103 -0.875
N -2.097 5.363 1.332 -0.334
N -1.278 3.377 1.785 0.160
H -2.653 5.882 0.669 0.249
H -1.702 5.825 2.139 0.171
H -0.805 3.730 2.605 0.208
H -1.260 2.372 1.683 -0.773
C 5.680 -2.178 4.945 -2.155
C 4.708 -1.446 4.124 2.075
C 3.866 -2.463 3.317 -2.222
C 2.522 -1.903 2.657 2.024
C 1.698 -1.044 3.638 -0.925
C 2.524 0.048 4.530 1.906
N 3.753 -0.652 5.010 0.145
O 4.554 0.135 5.946 -0.489
C 2.708 1.233 3.559 -1.284
C 1.520 0.542 5.609 -1.810
C 5.504 -0.526 3.195 -1.678
H 6.409 -1.520 5.418 0.361
H 6.308 -2.963 4.526 0.379
H 5.125 -2.705 5.721 0.500
H 4.517 -2.823 2.520 0.559
H 3.640 -3.391 3.843 0.369
H 1.847 -2.689 2.319 0.381
H 2.670 -1.524 1.646 -1.409
H 1.137 -1.719 4.285 0.526
H 0.880 -0.522 3.141 -0.194
H 3.422 1.030 2.760 -0.152
H 1.739 1.610 3.231 0.136
H 3.054 2.121 4.088 0.587
H 0.512 0.580 5.197 0.147
H 1.597 -0.115 6.476 0.486
H 1.746 1.545 5.971 0.397
H 4.970 -0.043 2.377 -0.009
H 6.378 -1.071 2.839 0.555
H 5.879 0.180 3.935 0.437
H 4.129 -0.097 6.776 0.337
C 2.781 2.631 -0.390 -1.277
C 4.048 1.842 -0.753 1.387
C 3.939 0.264 -0.487 0.795
C 3.035 -0.472 -1.571 1.420
C 3.761 -0.262 -2.884 -1.737
C 4.059 1.197 -3.229 2.007
N 4.515 2.073 -2.130 0.277
O 4.873 3.385 -2.408 -0.469
C 5.274 1.084 -4.231 -1.918
C 2.769 1.756 -3.877 -1.701
C 5.260 2.416 0.099 -1.985
H 2.545 2.412 0.652 -0.040
H 1.954 2.230 -0.976 0.093
H 2.889 3.708 -0.513 0.629
H 4.917 -0.214 -0.551 0.727
H 3.566 0.136 0.529 -1.383
H 1.991 -0.161 -1.525 -0.786
H 2.964 -1.558 -1.623 0.140
H 3.168 -0.643 -3.715 -0.328
H 4.582 -0.976 -2.937 0.427
H 5.255 0.411 -5.088 0.339
H 5.142 2.009 -4.792 0.427
H 6.253 1.004 -3.758 0.395
H 2.819 2.738 -4.347 0.471
H 2.444 1.078 -4.667 0.444
H 1.917 1.843 -3.203 0.077
H 6.252 2.086 -0.211 0.497
H 5.203 2.249 1.175 0.273
H 5.391 3.491 -0.020 0.432
H 4.036 3.855 -2.404 0.387
```

(2)
ORCA calculation (wB97M-V/def2-TZVPD) on C36H99B3F12N9O9Y as an isolated structure.

**Electronic energy**: -3913.036475 a.u.
**F_max**: 5.1 eV/Å
**HOMO-LUMO gap**: 9.49 eV
**LUMO level**: 0.3677 eV

```
169
Properties=species:S:1:pos:R:3:mulliken_charge:R:1
Y 1.039 0.343 -0.914 0.569
B 0.881 -2.404 0.338 0.673
F 1.927 -1.448 0.492 -0.401
F 0.299 -2.781 1.475 -0.067
F 0.015 -1.741 -0.601 0.360
F 1.386 -3.477 -0.350 -0.261
B 1.282 1.687 1.430 -0.235
F 0.634 2.415 0.381 -0.388
F 0.531 0.459 1.494 -0.126
F 2.447 1.301 0.803 -0.192
F 1.411 2.285 2.515 -0.105
B 1.834 2.441 -2.913 -0.468
F 2.095 1.725 -4.032 -0.341
F 1.916 3.743 -3.127 -0.275
F 0.537 2.062 -2.479 0.001
F 2.632 1.911 -1.850 -0.326
C -2.200 2.821 -2.055 -2.151
C -2.316 1.697 -1.071 0.948
C -3.782 1.181 -1.071 -0.981
O -4.043 0.673 -2.357 -0.117
C -5.397 0.187 -2.474 -0.927
N -1.454 0.525 -1.069 1.640
H -3.043 3.486 -1.884 0.582
H -2.210 2.483 -3.086 0.123
H -1.283 3.376 -1.859 0.281
H -2.214 2.167 -0.087 -0.578
H -4.434 2.057 -0.908 0.530
H -3.993 0.407 -0.323 0.305
H -6.086 1.036 -2.357 0.334
H -5.693 -0.580 -1.740 0.333
H -5.479 -0.163 -3.493 0.224
H -1.422 -0.036 -0.220 0.396
H -1.659 -0.048 -1.872 -0.282
C 1.843 -2.350 -4.748 -1.369
C 1.852 -1.843 -3.318 2.020
C 3.234 -1.317 -2.970 -1.797
O 3.165 -0.707 -1.688 1.254
C 4.370 -0.320 -1.054 -1.111
N 0.816 -0.790 -3.065 2.002
H 2.580 -3.155 -4.712 0.527
H 2.161 -1.633 -5.516 0.303
H 0.936 -2.876 -5.058 0.024
H 1.730 -2.606 -2.549 -0.663
H 3.602 -0.629 -3.751 0.344
H 3.966 -2.115 -2.810 0.518
H 4.890 0.444 -1.643 0.199
H 4.984 -1.211 -1.026 0.335
H 4.185 0.005 -0.034 0.158
H -0.126 -1.151 -2.876 -0.551
H 0.771 -0.057 -3.768 -0.167
C -3.558 0.565 2.550 -1.464
C -2.628 -0.612 2.542 0.847
C -3.232 -1.694 3.384 -0.920
O -2.505 -2.936 3.332 -0.340
C -1.396 -2.968 4.250 -0.573
N -2.216 -1.098 1.217 -0.091
H -3.683 0.941 3.567 0.566
H -4.480 0.203 2.096 0.414
H -3.126 1.356 1.924 -0.173
H -1.658 -0.393 3.015 -0.116
H -4.212 -1.948 2.955 0.321
H -3.402 -1.467 4.449 0.352
H -1.736 -2.877 5.295 0.373
H -0.654 -2.195 4.059 0.181
H -0.910 -3.908 4.005 0.229
H -3.087 -1.471 0.844 0.238
H -1.524 -1.839 1.274 -0.051
C 4.715 -3.501 0.648 -0.461
C 4.240 -4.928 1.102 0.180
C 3.610 -4.856 2.489 -0.697
O 4.486 -4.239 3.406 -0.233
C 5.617 -5.027 3.731 -0.803
N 3.242 -5.705 0.373 -0.755
H 5.131 -3.606 -0.363 0.390
H 5.524 -3.233 1.349 0.384
H 3.900 -2.782 0.704 -0.349
H 5.166 -5.516 1.125 0.557
H 3.318 -5.834 2.856 0.551
H 2.756 -4.171 2.501 -0.182
H 6.025 -4.526 4.619 0.254
H 6.373 -5.045 2.940 0.295
H 5.256 -6.058 3.934 0.320
H 3.636 -5.960 -0.522 0.321
H 2.458 -5.136 0.098 0.177
C -3.394 -2.537 -5.090 -1.642
C -2.172 -1.798 -4.602 0.978
C -2.115 -0.443 -5.295 -0.879
O -0.741 -0.063 -5.352 -0.274
C -0.614 1.288 -5.791 -0.707
N -2.046 -1.629 -3.181 -0.408
H -3.475 -3.483 -4.549 0.319
H -3.179 -2.770 -6.132 0.530
H -4.297 -1.917 -5.017 0.352
H -1.304 -2.295 -5.040 -0.605
H -2.688 0.278 -4.707 0.362
H -2.543 -0.595 -6.294 0.532
H 0.456 1.460 -5.902 0.190
H -0.953 1.973 -5.002 0.124
H -1.231 1.496 -6.682 0.440
H -2.003 -2.572 -2.812 -0.263
H -2.962 -1.326 -2.861 0.312
C -2.133 -6.892 -2.980 -1.588
C -0.900 -6.014 -2.653 0.277
C -0.236 -5.424 -3.881 0.585
O 0.317 -6.506 -4.590 -0.455
C 1.048 -5.945 -5.635 -0.624
N -1.297 -4.881 -1.836 -0.272
H -1.809 -7.621 -3.705 0.425
H -2.918 -6.248 -3.358 0.303
H -2.502 -7.341 -2.075 0.416
H -0.064 -6.621 -2.280 0.290
H 0.518 -4.678 -3.506 -0.306
H -0.981 -4.919 -4.521 0.027
H 0.377 -5.323 -6.222 0.293
H 1.454 -6.728 -6.279 0.344
H 1.878 -5.321 -5.270 0.156
H -0.461 -4.641 -1.320 -0.248
H -1.954 -5.131 -1.123 0.258
C 3.133 1.527 7.677 -1.225
C 2.841 0.054 7.776 0.403
C 3.547 -0.573 6.522 -0.732
O 2.943 -0.049 5.322 -0.201
C 3.461 -0.809 4.214 -0.466
N 3.425 -0.550 8.959 -0.705
H 2.722 1.757 6.693 0.272
H 4.202 1.708 7.700 0.337
H 2.619 2.087 8.456 0.404
H 1.768 -0.171 7.677 0.277
H 3.510 -1.681 6.536 0.248
H 4.607 -0.226 6.548 0.275
H 3.188 -1.869 4.255 0.301
H 4.547 -0.718 4.114 0.375
H 3.001 -0.379 3.322 -0.173
H 3.090 0.037 9.713 0.265
H 2.945 -1.437 9.077 0.268
C -5.726 4.725 1.230 -1.152
C -4.831 5.674 2.059 0.278
C -3.353 5.388 1.847 -0.503
O -3.051 4.073 2.238 -0.166
C -1.695 3.938 2.568 -0.491
N -4.912 7.120 1.954 -0.658
H -6.790 4.827 1.454 0.397
H -5.443 3.742 1.618 0.185
H -5.577 4.713 0.148 0.244
H -5.028 5.471 3.128 0.226
H -2.776 6.097 2.451 0.152
H -3.139 5.542 0.760 0.234
H -1.046 4.186 1.705 0.051
H -1.456 2.908 2.844 0.111
H -1.420 4.673 3.344 0.588
H -5.849 7.447 2.101 0.273
H -4.775 7.369 0.982 0.251
C 0.170 7.928 1.748 -1.268
C 0.490 8.178 0.320 0.635
C 0.908 6.945 -0.396 -0.130
O 2.173 6.597 0.152 -0.425
C 2.719 5.466 -0.562 -0.576
N -0.682 8.686 -0.395 -0.678
H 0.001 8.915 2.208 0.458
H 1.051 7.529 2.262 0.347
H -0.696 7.297 1.958 0.124
H 1.324 8.908 0.276 0.212
H 0.999 7.055 -1.488 0.337
H 0.225 6.101 -0.152 -0.249
H 2.014 4.613 -0.477 0.022
H 3.655 5.217 -0.066 0.307
H 2.906 5.586 -1.636 0.383
H -0.390 9.157 -1.235 0.238
H -1.193 9.377 0.138 0.235
```